Entry from the Open Molecules 2025 dataset: a single C3H4N2O molecule (wB97M-V/def2-TZVPD).

XYZ file:
```
10
Properties=species:S:1:pos:R:3:forces:R:3:nbo_charge:R:1
O 2.40549 -0.05991 0.15135 0.023 -0.051 -0.017 -0.659
C 1.05567 0.04639 0.09072 -0.024 0.252 0.027 0.244
N 0.33354 -1.04457 -0.17874 -0.211 0.193 0.050 -0.159
N -0.92756 -0.71183 -0.12241 0.180 -0.138 -0.069 -0.334
C -1.04269 0.72570 0.10443 -0.084 0.042 -0.060 -0.418
C 0.32715 1.24534 0.28263 -0.011 -0.441 -0.062 -0.100
H 2.64998 -0.97631 -0.03147 -0.022 0.074 0.017 0.482
H -1.59721 -1.35081 -0.52160 -0.014 0.065 0.080 0.400
H -1.66351 0.93752 0.98363 0.055 -0.017 -0.057 0.272
H -1.54087 1.18849 -0.75853 0.109 0.021 0.090 0.273
```
Positions in Å, forces in eV/Å.

Values from the calculation:
- Maximum force: 0.44 eV/A
- ΔE to the lowest compared entry with this formula, charge and spin: 4.329 eV
- Total charge: 0
- Highest occupied orbital energy: -8.66 eV
- Frontier orbital gap: 8.15 eV



Entry from the Open Molecules 2025 dataset: a 2-piece molecular cluster, C3H4N2O overall (wB97M-V/def2-TZVPD).

XYZ file:
```
10
Properties=species:S:1:pos:R:3:forces:R:3:nbo_charge:R:1
C -1.19289 -0.46469 -0.13028 -0.097 0.010 -0.195 -0.506
C 0.08600 -0.31964 -0.66909 -0.211 0.103 0.252 0.277
C 0.74332 0.95194 -0.58690 0.033 0.125 -0.001 -0.061
N 1.38577 0.90677 0.54828 -0.155 0.000 -0.099 -0.210
N 1.24737 -0.33507 1.08055 -0.001 0.218 0.269 -0.072
O 0.91616 -1.18003 -0.02613 -0.054 -0.391 -0.252 -0.379
H -1.55520 -1.45817 0.12200 0.126 0.112 -0.020 0.244
H -1.95019 0.28865 -0.33223 0.098 -0.092 0.038 0.225
H -0.27775 -0.25128 1.14396 0.212 0.012 -0.043 0.260
H 0.59741 1.86152 -1.15018 0.048 -0.098 0.051 0.224
```
Positions in Å, forces in eV/Å.

Values from the calculation:
- Maximum force: 0.47 eV/A
- ΔE to the lowest compared entry with this formula, charge and spin: 6.761 eV
- Total charge: 0
- Highest occupied orbital energy: -9.67 eV
- Frontier orbital gap: 9.28 eV



Entry from the Open Molecules 2025 dataset: a 2-piece molecular cluster, C3H4N2O overall in a non-equilibrium geometry (wB97M-V/def2-TZVPD).

XYZ file:
```
10
Properties=species:S:1:pos:R:3:forces:R:3:nbo_charge:R:1
C -0.12545 -0.45529 0.93790 -0.831 -0.582 -0.992 0.061
C -0.75968 0.55186 -0.01178 -0.294 0.470 0.166 -0.514
C -0.16116 -0.44030 -0.95519 1.352 0.566 -0.776 0.047
N 0.06433 -1.37694 -0.05062 -0.213 -0.426 0.549 -0.444
N 1.90201 0.44498 -0.48136 -1.338 -0.397 1.556 0.163
O 1.69009 0.34659 0.65976 1.282 0.567 -0.927 -0.172
H -0.31740 -0.68975 1.96856 0.385 0.095 0.432 0.199
H -1.84588 0.47804 -0.05514 -0.016 0.005 0.259 0.237
H -0.46298 1.59969 0.00515 0.058 -0.001 -0.081 0.213
H 0.01613 -0.45887 -2.01727 -0.385 -0.298 -0.188 0.209
```
Positions in Å, forces in eV/Å.

Values from the calculation:
- Maximum force: 2.09 eV/A
- ΔE to the lowest compared entry with this formula, charge and spin: 5.996 eV
- Total charge: 0
- Highest occupied orbital energy: -8.39 eV
- Frontier orbital gap: 8.29 eV



Entry from the Open Molecules 2025 dataset: a single C3H4N2O molecule in a non-equilibrium geometry (wB97M-V/def2-TZVPD).

XYZ file:
```
10
Properties=species:S:1:pos:R:3:forces:R:3:nbo_charge:R:1
N 2.00224 0.05391 -0.34363 -0.158 -0.257 0.141 -0.800
C 0.68651 -0.19292 -0.09781 -0.387 0.275 0.016 0.737
N -0.07862 0.93292 -0.07428 -0.029 0.125 0.022 -0.600
C -1.30908 0.56418 0.22524 -0.142 0.165 0.212 -0.031
C -1.72673 -0.68349 0.56015 1.381 -0.125 -0.681 -0.007
O 0.15796 -1.33413 0.10477 -1.110 0.683 0.021 -0.558
H 2.26058 1.03048 -0.40136 -0.179 -0.347 0.043 0.415
H 2.74040 -0.63039 -0.33823 -0.420 -0.139 0.062 0.407
H -2.10494 1.30542 0.31769 0.119 0.191 -0.039 0.231
H -2.60187 -1.12054 0.04874 0.924 -0.573 0.202 0.206
```
Positions in Å, forces in eV/Å.

Values from the calculation:
- Maximum force: 1.54 eV/A
- ΔE to the lowest compared entry with this formula, charge and spin: 3.066 eV
- Total charge: 0
- Highest occupied orbital energy: -8.81 eV
- Frontier orbital gap: 8.87 eV



Entry from the Open Molecules 2025 dataset: a single C3H4N2O2 molecule in a non-equilibrium geometry (wB97M-V/def2-TZVPD).

XYZ file:
```
11
Properties=species:S:1:pos:R:3:forces:R:3:nbo_charge:R:1
O -2.18904 -0.00422 -0.98441 0.195 -0.272 -0.271 -0.634
C -1.02442 0.08752 -0.34735 0.066 0.412 -0.516 0.497
C -0.98088 0.24663 1.05240 -0.006 -0.634 -0.528 -0.389
N 0.44764 0.32773 1.20251 0.304 -0.452 -0.078 -0.558
C 1.02219 0.12484 0.01923 -0.032 0.034 0.175 0.696
O 2.34575 0.10908 -0.10230 -0.014 0.010 -0.186 -0.644
N 0.16841 -0.07038 -0.97601 0.055 0.558 -0.064 -0.624
H -2.02673 -0.39376 -1.85156 -0.016 0.016 -0.160 0.488
H -1.25658 -0.86681 0.95785 -0.412 0.376 1.757 0.238
H 0.94505 0.54238 2.05456 -0.140 -0.168 -0.197 0.423
H 2.54861 -0.10299 -1.02491 0.001 0.118 0.067 0.507
```
Positions in Å, forces in eV/Å.

Values from the calculation:
- Maximum force: 1.84 eV/A
- ΔE to the lowest compared entry with this formula, charge and spin: 3.037 eV
- Structure (SMILES): Oc1c[nH]c(O)n1
- Total charge: 0
- Highest occupied orbital energy: -8.42 eV
- Frontier orbital gap: 9.01 eV



Entry from the Open Molecules 2025 dataset: a single C3H4N2O2 molecule in a non-equilibrium geometry (wB97M-V/def2-TZVPD).

XYZ file:
```
11
Properties=species:S:1:pos:R:3:forces:R:3:nbo_charge:R:1
N -2.18115 -0.04067 0.10318 1.707 4.670 1.770 -0.805
C -0.72196 -0.12212 -0.05177 -0.757 -0.192 0.042 0.269
O -0.28160 -1.44029 -0.06492 1.174 0.040 -0.571 -0.400
C 1.06221 -1.35996 -0.05097 1.906 0.756 1.579 0.325
N 1.55141 -0.15077 0.16442 -2.038 -0.308 -1.752 -0.494
C 0.40614 0.66152 0.02231 0.360 0.308 0.177 0.333
O 0.48658 2.04608 -0.10119 -2.980 -2.151 0.189 -0.681
H -2.65334 0.31886 -0.75382 0.711 -0.504 0.573 0.377
H -2.21063 0.91715 0.79165 -0.450 -3.411 -2.260 0.373
H 1.81164 -2.20732 -0.06984 -1.891 0.590 -0.039 0.208
H 1.34220 2.38846 -0.02974 2.257 0.204 0.291 0.495
```
Positions in Å, forces in eV/Å.

Values from the calculation:
- Maximum force: 5.28 eV/A
- ΔE to the lowest compared entry with this formula, charge and spin: 2.972 eV
- Structure (SMILES): Nc1ocnc1O
- Total charge: 0
- Highest occupied orbital energy: -8.66 eV
- Frontier orbital gap: 9.37 eV



Entry from the Open Molecules 2025 dataset: a single C3H4N2O2 molecule in a non-equilibrium geometry (wB97M-V/def2-TZVPD).

XYZ file:
```
11
Properties=species:S:1:pos:R:3:forces:R:3:nbo_charge:R:1
O 0.31998 1.13415 -1.95343 3.769 -3.355 2.627 -0.685
C 0.61198 -0.35973 -1.50799 2.659 1.604 -3.669 -0.158
C 0.34737 -0.38582 -0.14287 -2.780 -1.126 2.496 0.434
N 0.38495 0.70954 0.40926 0.520 4.061 5.184 -0.307
N -0.37266 0.64254 1.64983 0.322 1.079 -0.934 -0.264
C -0.97453 -0.45524 1.63046 1.601 -3.302 -1.897 0.290
O -0.45199 -1.24066 0.47890 -1.712 -0.902 1.380 -0.455
H 1.02233 1.37261 -1.19563 -2.457 1.090 -2.480 0.484
H -0.07716 -1.01783 -1.92900 -0.771 -0.995 -1.561 0.220
H 1.72253 -0.65288 -1.65639 -1.844 0.505 -0.551 0.210
H -1.60651 -1.10972 2.28604 0.694 1.343 -0.596 0.233
```
Positions in Å, forces in eV/Å.

Values from the calculation:
- Maximum force: 6.61 eV/A
- ΔE to the lowest compared entry with this formula, charge and spin: 4.952 eV
- Structure (SMILES): OCc1nnco1
- Total charge: 0
- Highest occupied orbital energy: -10.46 eV
- Frontier orbital gap: 11.17 eV



Entry from the Open Molecules 2025 dataset: C3H4N2O2 as an isolated structure in a non-equilibrium geometry (wB97M-V/def2-TZVPD).

XYZ file:
```
11
Properties=species:S:1:pos:R:3:forces:R:3:nbo_charge:R:1
C -0.95246 -1.13790 -0.36231 0.638 1.586 3.778 0.836
C 0.43151 0.50360 0.93238 1.704 -1.785 -0.373 -0.307
C 0.81868 0.29001 -0.59529 -2.139 -2.736 1.427 -0.258
N -0.96905 0.22898 0.93512 -1.252 -3.522 -0.930 -0.263
N -0.48627 -0.09962 -1.16218 -1.116 0.323 -0.901 -0.189
O -1.38670 -2.18651 -0.21126 -0.517 -1.202 -1.020 -0.431
O -1.48633 0.64726 -0.38806 1.153 1.549 -0.295 -0.254
H 1.06374 -0.35090 1.47278 -1.736 2.201 -0.256 0.224
H 0.51341 1.52130 1.32155 1.082 -0.131 -0.210 0.213
H 1.07311 1.16975 -0.99141 1.342 3.117 -2.020 0.212
H 1.38037 -0.58597 -0.95134 0.841 0.600 0.802 0.218
```
Positions in Å, forces in eV/Å.

Values from the calculation:
- Maximum force: 4.15 eV/A
- ΔE to the lowest compared entry with this formula, charge and spin: 7.777 eV
- Total charge: 0
- Highest occupied orbital energy: -9.23 eV
- Frontier orbital gap: 9.91 eV



Entry from the Open Molecules 2025 dataset: a single C3H4N2O2 molecule in a non-equilibrium geometry (wB97M-V/def2-TZVPD).

XYZ file:
```
11
Properties=species:S:1:pos:R:3:forces:R:3:nbo_charge:R:1
O -1.98246 0.23954 1.38165 -0.161 -0.196 -0.096 -0.655
C -0.88137 0.33943 0.62036 0.196 0.070 0.127 0.419
C 0.26478 0.99190 0.90434 -0.400 0.112 0.098 -0.232
N 1.10125 0.80283 -0.23012 -0.144 -0.013 -0.499 -0.587
C 0.34673 -0.00746 -1.05160 -0.283 -0.195 0.182 0.667
O 0.91183 -0.39347 -2.19668 -0.335 0.044 -0.189 -0.645
N -0.83889 -0.29792 -0.61969 0.286 -0.187 0.047 -0.581
H -2.62472 -0.25525 0.85620 -0.025 -0.027 0.157 0.491
H 0.61735 1.46335 1.80737 -0.133 0.108 -0.202 0.223
H 1.18742 1.64416 -0.79843 0.970 0.283 0.370 0.401
H 0.23946 -0.85746 -2.71372 0.030 0.001 0.005 0.500
```
Positions in Å, forces in eV/Å.

Values from the calculation:
- Maximum force: 1.08 eV/A
- ΔE to the lowest compared entry with this formula, charge and spin: 1.722 eV
- Structure (SMILES): Oc1c[nH]c(O)n1
- Total charge: 0
- Highest occupied orbital energy: -8.29 eV
- Frontier orbital gap: 8.98 eV



Entry from the Open Molecules 2025 dataset: a 2-piece molecular cluster, C3H4N2O2 overall (wB97M-V/def2-TZVPD).

XYZ file:
```
11
Properties=species:S:1:pos:R:3:forces:R:3:nbo_charge:R:1
C 1.00946 -0.11763 0.99755 0.078 -0.033 0.077 -0.446
N 0.10163 0.32884 -0.06072 0.251 -0.054 -0.057 -0.351
C -0.53600 1.55382 0.16159 -0.314 -0.277 0.174 0.193
N -1.34218 0.68364 0.52679 0.126 0.498 -0.056 -0.211
H 0.85256 0.39804 1.95356 -0.007 -0.059 -0.143 0.184
H 0.86448 -1.19240 1.13605 0.051 0.149 -0.001 0.217
H 2.03566 0.05260 0.65366 -0.128 -0.012 0.050 0.209
H -0.39393 2.62153 0.04406 -0.017 -0.127 0.047 0.212
O -1.48121 -0.60751 -2.34219 0.434 -0.578 0.359 -0.526
C -0.85424 -1.42282 -1.79300 -0.054 -0.104 -0.108 1.052
O -0.25738 -2.29367 -1.29471 -0.422 0.598 -0.342 -0.534
```
Positions in Å, forces in eV/Å.

Values from the calculation:
- Maximum force: 0.81 eV/A
- ΔE to the lowest compared entry with this formula, charge and spin: 3.792 eV
- Structure (SMILES): CN1C=N1.O=C=O
- Total charge: 0
- Highest occupied orbital energy: -9.80 eV
- Frontier orbital gap: 10.66 eV



The calculation returns the following electronic energy values, one per record and in order: -8199.556; -8197.124; -8197.889; -8200.820; -10249.228; -10249.293; -10247.313; -10244.489; -10250.543; -10248.473 eV.